Below is a cluster of 11 separate species, C4H32N3O10S in total in a non-equilibrium geometry, with properties calculated with ωB97M-V with the def2-TZVPD basis set.

Element x y z (Å)
C 1.559 0.756 0.829
N 1.229 1.148 -0.539
C 2.044 2.122 -1.221
N 2.025 3.516 -0.747
C 0.728 -0.475 1.174
C 1.468 -1.786 0.875
S 0.306 -3.240 1.125
N 0.481 -0.529 2.660
H 2.596 0.559 1.123
H 1.297 1.624 1.530
H 0.177 1.302 -0.637
H 3.136 1.903 -1.149
H 1.700 2.050 -2.242
H 2.558 3.848 0.029
H 1.263 4.126 -0.819
H -0.197 -0.376 0.655
H 2.327 -1.911 1.489
H 1.726 -1.783 -0.199
H 1.329 -0.780 3.228
H -0.222 -1.194 3.021
H -2.418 0.615 -1.787
H -2.512 1.446 -0.462
O -2.062 1.376 -1.323
H 1.076 -0.120 -3.214
H 2.037 -1.176 -2.619
O 1.275 -1.068 -3.240
H -0.964 2.199 1.878
H -1.261 3.584 1.203
O -0.662 2.849 1.238
H 4.067 -1.094 0.846
H 3.462 0.028 -0.091
O 4.108 -0.634 -0.019
H -2.594 -1.019 -1.890
H -2.468 -1.492 -3.238
O -2.757 -0.699 -2.781
H -0.135 -2.466 -2.442
H -0.777 -2.216 -1.077
O -0.992 -2.502 -1.992
H -3.259 1.420 1.686
H -2.505 0.091 1.434
O -3.187 0.693 1.047
H -1.248 0.562 3.985
H -0.200 1.317 3.485
O -1.160 1.393 3.509
H -1.751 -1.987 1.859
H -3.339 -2.006 2.204
O -2.519 -1.536 2.208
H -0.721 0.559 -3.167
H -0.705 2.081 -2.952
O -0.413 1.372 -3.553

Atoms 1-6, force components in eV/Å:
C -1.5 2.0 1.4
N -0.3 -0.8 0.0
C 0.1 0.9 1.3
N 1.0 0.0 -0.6
C 1.8 -1.1 2.8
C -2.6 -0.6 -2.2

Output
total charge = -1
HOMO = -3.71 eV
largest force on an atom = 0.0679 Eh/bohr